(1)
86
Properties=species:S:1:pos:R:3:mulliken_charge:R:1 method="wB97M-V/def2-TZVPD" largest_force_ev_per_a=0.36 gap_ev=7.55 total_energy_ev=-69428.3019 total_charge=0
Pb -2.3997 -0.8894 -1.2502 1.38
Te -2.8616 4.8458 0.0839 0.20
O -0.1900 -0.6924 -1.3706 -0.97
O -3.5146 -2.8099 -0.8524 -0.80
O -1.5402 -2.0587 0.6947 0.03
O 0.3399 -1.1533 -4.1293 -0.62
O -4.1158 -4.5281 0.4581 -0.61
N -2.0246 1.7006 -0.2817 -0.60
C 1.2960 6.1532 0.4326 -0.45
C 0.3228 1.5773 -0.8924 -1.31
C 1.1417 2.6773 -1.0797 0.16
C -3.1198 -1.8063 2.9376 0.03
C -3.9730 -2.6973 5.0033 -0.44
C -1.1422 -4.3779 1.0513 -0.69
C -1.5295 1.4370 2.4719 -0.46
C 1.7046 5.6529 1.6641 -0.58
C 2.1742 1.5967 -2.9234 -0.36
C 1.3731 0.4680 -2.7509 0.71
C 2.6616 -0.9883 -4.4565 0.43
C 0.8033 4.9589 2.4596 -0.44
C 0.9289 -6.2435 0.9366 -0.43
C 5.0025 -1.7316 -5.7607 -0.36
C -0.1005 -4.3391 1.9780 0.15
C 2.6209 -1.4030 -5.7831 -0.43
C 3.8767 -0.9653 -3.7794 -0.12
C -0.8042 1.5598 0.0842 0.95
C 0.4632 0.4119 -1.6765 1.24
C 5.0445 -1.3446 -4.4275 -0.77
C 1.0325 0.7148 3.2713 -1.30
C -3.6280 -3.9757 4.5807 -0.92
C 0.7596 0.9278 1.9266 -0.61
C 2.0977 2.7054 -2.0937 0.07
C -2.3169 2.2487 -1.6108 -0.44
C -0.5002 4.7483 2.0206 -0.09
C 0.9304 -5.2643 1.9223 -0.88
C -2.1630 3.7651 -1.6364 -0.85
C -2.2007 -3.2921 1.1192 2.80
C -2.7681 -3.0808 2.5150 -0.70
C 3.7884 -1.7636 -6.4382 -0.59
C -0.1005 -6.2824 0.0069 -0.91
C -3.0324 -4.1673 3.3440 -0.17
C -1.1323 -5.3527 0.0614 -0.47
C -3.3993 -3.5955 0.1700 -0.08
C -3.7194 -1.6135 4.1766 -0.80
C 0.0252 0.8623 4.2137 -0.64
C -1.2564 1.2250 3.8116 -0.77
C -0.5231 1.2842 1.5183 1.34
C 2.9729 3.9171 -2.2997 -1.53
C 1.3693 -0.6118 -3.7854 -0.36
C -0.9092 5.2353 0.7816 -0.27
C -0.0070 5.9522 -0.0053 -0.41
H -0.6305 -2.2783 0.4450 0.31
H -3.3419 1.9698 -1.8655 0.50
H -0.1058 -7.0402 -0.7665 0.42
H -2.6496 4.1776 -2.5177 0.60
H -1.9365 -5.4031 -0.6628 0.45
H -1.6554 1.8583 -2.3931 0.26
H -3.9944 -0.6136 4.4924 0.44
H -0.1077 -3.5816 2.7546 0.47
H -4.4413 -2.5491 5.9683 0.40
H 2.7201 5.8113 2.0048 0.41
H -3.8314 -4.8304 5.2138 0.40
H -2.7868 -5.1678 3.0105 0.49
H 1.1140 4.5648 3.4198 0.38
H 2.8665 1.6164 -3.7600 0.45
H 2.0309 0.4334 3.5811 0.48
H 1.0236 3.5397 -0.4262 0.13
H -2.0402 1.3432 4.5488 0.48
H 3.7534 -2.0761 -7.4747 0.39
H 5.9865 -1.3370 -3.8931 0.38
H 2.3730 4.8187 -2.4433 0.30
H -0.3210 6.3662 -0.9568 0.43
H -1.1894 4.1812 2.6372 0.48
H 3.6198 4.0943 -1.4369 0.31
H 1.9908 6.7075 -0.1872 0.46
H 3.9040 -0.6676 -2.7374 0.42
H 1.7256 -6.9764 0.8971 0.41
H -1.1025 4.0177 -1.6786 -0.04
H 3.6105 3.7949 -3.1755 0.38
H 5.9161 -2.0090 -6.2722 0.38
H -2.5138 1.7497 2.1447 0.34
H 1.6625 -1.4414 -6.2855 0.43
H 1.5422 0.8107 1.1865 0.57
H -2.9154 -0.9547 2.3016 0.13
H 1.7299 -5.2255 2.6512 0.41
H 0.2366 0.6991 5.2634 0.49

=====

(2)
89
Properties=species:S:1:pos:R:3:mulliken_charge:R:1 method="wB97M-V/def2-TZVPD" largest_force_ev_per_a=2.45 e_above_lowest_kj_mol=0.00 gap_ev="7.68 / 7.67" total_energy_ev=-169322.1913 total_charge=+1
Br 0.5606 0.9898 -2.7150 0.04
Fe 0.6394 0.4856 -0.1637 -0.59
P -0.4947 -1.5815 -0.5327 2.18
N 0.2645 -2.9157 0.2611 0.20
N 2.3208 -0.6475 3.4197 0.01
N 2.7038 -0.2553 -0.2621 -0.09
N 2.4657 -2.6379 -0.4413 -0.29
N 3.5864 3.2403 -0.9437 -0.03
N 1.8266 2.2376 -0.0242 0.64
N 0.8920 -0.1533 1.7989 0.79
C 2.7665 4.2641 -0.5001 0.76
C -2.9775 2.9244 -3.6469 -0.84
C 1.0704 -0.6126 4.0206 0.33
C 0.6673 -0.8516 5.3278 -1.18
C 3.3479 -4.4303 1.4858 -0.43
C -2.6741 -3.2882 -0.1845 -0.66
C -3.5129 2.9732 0.0281 -1.57
C -1.1455 1.8419 -2.5796 0.49
C 1.9155 6.4011 -0.0075 -0.45
C -1.0492 1.5104 -0.0992 1.73
C -1.9756 -1.7990 -4.3223 -0.65
C -0.6915 -0.8162 5.5697 -0.63
C -1.6569 1.8627 1.0876 -0.58
C 0.2293 -2.8245 -2.9810 -0.48
C 0.6661 4.4243 0.6640 -0.40
C 3.7615 -2.9699 -0.3364 -0.42
C -1.0374 -2.5547 -5.0111 -0.73
C 2.0177 -4.1027 1.4026 -1.12
C -3.5526 3.1380 -2.4297 -0.85
C -1.6927 1.9991 -1.2826 0.35
C 0.8089 5.7956 0.6020 -0.92
C 1.6012 -3.2071 0.3980 0.63
C -2.2072 -1.9805 0.0025 0.37
C -2.9290 2.7035 -1.2324 0.95
C -1.7302 2.2688 -3.7303 -0.68
C 3.5079 0.7309 -0.9755 -1.80
C -1.8144 -1.5579 -2.9676 -0.51
C -3.0872 -1.0199 0.4847 0.47
C 4.2561 -3.8581 0.5899 -0.83
C -2.8696 2.5820 1.1660 -1.57
C 3.2121 -0.5563 1.0822 -0.65
C -1.1946 -0.3188 3.2437 0.56
C 2.9775 2.0804 -0.6306 0.34
C 2.9211 5.6428 -0.5660 -1.21
C -1.6078 -0.5681 4.5372 -1.42
C 2.1390 -0.3946 2.1035 -0.48
C -0.7050 -2.0594 -2.2889 0.06
C 1.6620 3.6346 0.0872 -0.06
C 0.0588 -3.0724 -4.3373 -0.70
C -4.3936 -1.3618 0.8174 -0.66
C -4.8343 -2.6644 0.6650 -0.71
C -3.9709 -3.6282 0.1550 -0.83
C 0.1760 -0.3143 2.9900 -0.17
H -1.2513 2.1128 -4.6871 0.52
H 4.4258 -2.4867 -1.0454 0.43
H -2.0315 -4.0383 -0.6298 0.43
H -5.0633 -0.5984 1.1916 0.51
H -2.8410 -1.4018 -4.8375 0.47
H -1.1672 -2.7498 -6.0676 0.40
H -0.1892 3.9816 1.1370 0.43
H 3.1906 -0.8934 3.8596 0.26
H -3.2922 2.8126 2.1372 0.52
H 4.5681 0.6677 -0.7051 0.69
H -2.7626 0.0057 0.5886 -0.47
H 1.9843 7.4801 -0.0345 0.40
H -4.3158 -4.6426 0.0040 0.45
H -1.1909 1.5815 2.0253 1.15
H -2.6664 -0.5780 4.7593 0.48
H -4.4551 3.5058 0.0677 0.40
H -0.3377 -3.4087 0.9030 0.28
H 1.0921 -3.2187 -2.4687 0.21
H 3.6867 -5.1256 2.2427 0.45
H -2.5586 -0.9711 -2.4396 0.38
H 1.2921 -4.5233 2.0872 0.51
H -5.8501 -2.9307 0.9258 0.42
H -1.0574 -0.9989 6.5707 0.42
H 0.0431 6.4224 1.0390 0.46
H 1.3779 -1.0694 6.1138 0.46
H 0.7846 -3.6755 -4.8676 0.46
H -1.9121 -0.1503 2.4532 0.44
H -4.5013 3.6557 -2.3569 0.44
H 4.0717 0.0730 1.3235 0.77
H 3.4437 0.5542 -2.0513 0.50
H 4.4698 3.3393 -1.4131 0.23
H -3.4607 3.2627 -4.5535 0.41
H 3.7854 6.0987 -1.0299 0.42
H 5.3083 -4.0998 0.6152 0.47
H 3.5539 -1.5958 1.1302 0.11
H 2.6080 -1.1252 -0.7847 0.38

=====

(3)
89
Properties=species:S:1:pos:R:3:lowdin_spin:R:1 method="wB97M-V/def2-TZVPD" largest_force_ev_per_a=0.71 gap_ev="7.67 / 6.92" total_energy_ev=-107612.5752 total_charge=+1 multiplicity=6
I 2.1066 1.3407 -3.0150 0.07
Te -1.2965 2.3945 -1.0622 0.09
Fe 1.0072 0.5653 -0.4712 4.13
O 2.2602 -4.0964 -2.7042 0.00
O 4.5683 4.2242 2.7591 0.00
O 0.5768 -0.9874 -1.3142 0.19
O 2.3589 -0.1378 0.6415 0.19
N -0.3743 0.2069 1.0154 0.10
N 1.9778 2.4708 -0.0772 0.05
N 3.4934 -0.1623 4.0105 0.00
C 3.6432 3.5787 3.6286 0.00
C -0.7481 1.3865 1.8017 0.01
C 2.6808 2.6800 0.9881 0.00
C -1.5657 -1.3400 3.6071 0.00
C 0.4461 -3.3197 -1.4291 0.02
C 0.0345 -4.5271 -0.8870 0.00
C 1.5062 5.8922 -1.4798 0.00
C 2.9331 1.7105 2.0256 0.02
C -0.7211 -4.5884 0.2796 0.01
C -1.7351 2.2605 1.0434 0.00
C 1.6365 4.8636 -0.5607 0.00
C -0.9150 -0.9493 1.2163 0.01
C -4.1667 1.5702 -1.5359 0.00
C 1.3263 -3.3305 -2.6483 0.00
C 0.1493 -2.1214 -0.7740 0.01
C 3.4253 2.1261 3.2895 0.00
C -4.9894 -0.6381 -2.0240 0.00
C 1.9145 3.3056 -2.3655 0.00
C 3.0717 -0.5745 2.8390 0.01
C -2.6217 -0.2599 -1.8241 0.00
C -0.5846 -2.1505 0.4359 0.01
C 1.8467 -1.1158 -5.6480 0.00
C 3.6731 1.1575 4.2253 0.02
C -1.1742 -5.9044 0.8537 0.00
C 1.0423 -2.3782 -3.7654 0.00
C -0.2524 -1.9533 -4.0370 0.00
C -3.8818 -1.3541 4.2551 0.00
C -5.2282 0.7060 -1.7664 0.00
C 0.5511 -0.6874 -5.9118 0.00
C -2.8635 1.0808 -1.5558 0.01
C -3.2886 -0.9984 1.9514 0.00
C -3.6880 -1.1185 -2.0591 0.00
C 2.7671 0.3427 1.7890 0.01
C 2.8986 -2.0411 2.5929 0.00
C 1.5867 5.6306 -2.8390 0.00
C -1.9439 -1.1023 2.2905 0.00
C 1.7842 4.3330 -3.2858 0.00
C 1.8612 3.5602 -0.9943 0.00
C -2.5383 -1.4664 4.5881 0.00
C -0.5009 -1.1117 -5.1112 0.00
C -4.2561 -1.1206 2.9393 0.00
C -1.0219 -3.3951 0.9136 0.00
C 2.0933 -1.9661 -4.5807 0.00
H 3.0138 -2.5798 3.5297 0.00
H 1.9240 -2.2554 2.1500 0.00
H -6.2413 1.0855 -1.7516 0.00
H -1.0686 -2.3010 -3.4145 0.00
H -1.7757 3.2638 1.4622 0.00
H 2.7141 4.1447 3.5361 0.00
H 1.5455 5.0733 0.4975 0.00
H 0.3204 -5.4406 -1.3960 0.00
H 3.1485 3.6530 1.1219 0.00
H 3.0909 -2.3328 -4.3748 0.00
H -3.5005 -2.1656 -2.2637 0.00
H -1.6022 -3.4286 1.8272 0.00
H -0.5152 -1.4285 3.8617 0.00
H -3.5752 -0.8336 0.9175 0.00
H 3.6456 -2.3974 1.8803 0.00
H 2.6628 -0.7958 -6.2830 0.00
H -1.5130 -0.7940 -5.3273 0.00
H -0.6587 -6.1219 1.7906 0.00
H 1.8307 4.1205 -4.3453 0.00
H -2.7359 1.8319 1.0622 0.00
H 0.1697 1.9401 1.9991 0.00
H -4.6378 -1.4538 5.0225 0.00
H -0.9689 -6.7227 0.1658 0.00
H -2.2450 -5.9003 1.0604 0.00
H 3.9615 3.6600 4.6702 0.00
H 1.3315 6.9007 -1.1304 0.00
H -1.1683 1.1073 2.7677 0.00
H -2.2474 -1.6542 5.6130 0.00
H 4.0304 1.4303 5.2119 0.00
H -5.8191 -1.3089 -2.2037 0.00
H -5.3036 -1.0401 2.6799 0.00
H 5.4463 3.8600 2.9153 0.00
H -1.6059 -0.6272 -1.8559 0.00
H -4.3601 2.6185 -1.3436 0.00
H 1.4820 6.4339 -3.5552 0.00
H 0.3597 -0.0317 -6.7515 0.00

=====

(4)
89
Properties=species:S:1:pos:R:3:lowdin_spin:R:1 method="wB97M-V/def2-TZVPD" largest_force_ev_per_a=2.38 e_above_lowest_kj_mol=0.00 gap_ev="6.47 / 6.86" total_energy_ev=-229141.3728 total_charge=+1 multiplicity=6
Sm 6.3527 -16.2272 17.9520 5.10
Se 11.4276 -12.3965 14.6145 0.00
Se 7.0253 -13.4347 18.5329 -0.02
S 6.8974 -20.6597 19.4923 0.00
P 7.4664 -13.5628 16.4414 0.00
P 10.7543 -14.3061 14.0944 0.00
N 10.1007 -16.4554 15.6947 0.00
N 9.2751 -16.8933 16.6290 0.00
N 6.4019 -18.1384 19.3671 -0.01
N 8.4039 -15.9498 16.9257 -0.02
C 8.6473 -14.8379 16.1864 0.00
C 9.7505 -14.3678 12.5762 0.00
C 6.0082 -17.6206 21.7451 0.00
C 12.0887 -15.4988 13.8752 0.00
C 14.2184 -16.3931 14.5967 0.00
C 6.0196 -18.0989 16.5115 -0.04
C 11.9094 -16.6245 13.0607 0.00
C 14.0403 -17.4853 13.7638 0.00
C 7.4640 -11.8008 14.3781 0.00
C 7.8584 -12.0191 15.7053 0.00
C 8.8505 -15.4252 12.3265 0.00
C 4.2422 -16.5884 24.0586 0.00
C 6.6803 -19.1577 17.1638 0.00
C 12.8958 -17.6044 12.9855 0.00
C 6.3562 -19.3261 14.4041 0.00
C 6.6652 -16.0045 24.2582 0.00
C 6.1945 -19.4579 23.2474 0.00
C 7.0664 -20.3341 15.0586 0.00
C 9.7315 -15.1754 15.3697 0.00
C 6.5728 -19.8297 20.9570 0.00
C 3.5875 -14.6967 15.5766 0.00
C 5.8440 -18.2392 15.1182 -0.01
C 8.0363 -15.3964 11.2095 0.00
C 8.4495 -11.0100 16.4539 0.00
C 7.6196 -10.5529 13.8119 0.00
C 8.6031 -9.7649 15.8419 0.00
C 6.0588 -14.7517 14.3593 0.00
C 3.6986 -15.1292 14.2755 0.00
C 8.1409 -9.5246 14.5717 0.00
C 9.0113 -13.3274 10.5954 0.00
C 6.6892 -19.2117 18.6278 0.00
C 5.7755 -17.8920 25.5493 0.00
C 5.9396 -18.0995 23.0548 0.00
C 5.9313 -14.2300 15.6643 0.00
C 8.0647 -14.2965 10.3655 0.00
C 7.1421 -20.2964 16.4356 0.00
C 6.4890 -20.3469 22.2327 0.00
C 6.3099 -18.4585 20.6820 0.00
C 4.9338 -15.1829 13.6655 0.00
C 13.2420 -15.4102 14.6512 0.00
C 5.6613 -17.1457 24.1914 0.00
C 4.6908 -14.1891 16.2675 0.00
C 9.8252 -13.2999 11.6794 0.00
H 5.5057 -17.2436 26.3929 0.00
H 7.2224 -10.3497 12.8112 0.00
H 3.5125 -17.3813 24.0365 0.00
H 8.2931 -8.5259 14.1755 0.00
H 5.7746 -16.6007 21.5360 0.00
H 6.2033 -19.4022 13.3338 0.00
H 6.7107 -15.3629 23.3487 0.00
H 13.3836 -14.5556 15.2459 0.00
H 8.7739 -16.2955 13.0024 0.00
H 8.7792 -11.1947 17.4630 0.00
H 5.2475 -17.5085 14.5717 0.00
H 14.8345 -18.2060 13.7302 0.00
H 5.0836 -15.5368 12.6876 0.00
H 6.4781 -15.3713 25.1330 0.00
H 4.0711 -15.9434 24.9088 0.00
H 4.6127 -13.8060 17.2880 0.00
H 4.0921 -15.9727 23.1381 0.00
H 9.0437 -12.4703 9.9189 0.00
H 7.6739 -16.4079 24.4726 0.00
H 9.1188 -8.9653 16.4043 0.00
H 7.0258 -14.8048 13.8635 0.00
H 11.0556 -16.6836 12.3974 0.00
H 5.0500 -18.7347 25.5699 0.00
H 6.9937 -12.6175 13.8301 0.00
H 6.6802 -21.3808 22.4459 0.00
H 7.3113 -16.2005 11.0231 0.00
H 10.4693 -12.4705 11.8691 0.00
H 2.6365 -14.7297 16.0815 0.00
H 7.4533 -21.1514 14.4867 0.00
H 15.1241 -16.2629 15.1546 0.00
H 7.5907 -21.1480 16.9502 0.00
H 6.7777 -18.2677 25.7054 0.00
H 6.1636 -19.8938 24.2173 0.00
H 7.4642 -14.2309 9.4766 0.00
H 12.7842 -18.4478 12.3051 0.00
H 2.8371 -15.5455 13.7654 0.00

=====

(5)
94
Properties=species:S:1:pos:R:3:mulliken_charge:R:1 method="wB97M-V/def2-TZVPD" largest_force_ev_per_a=4.04 e_above_lowest_kj_mol=167.79 gap_ev=6.29 total_energy_ev=-280675.5950 total_charge=+2
Se -4.7602 0.0568 6.4359 0.35
As -1.3775 -0.9571 -1.8963 1.86
As -0.2049 2.0484 -1.5789 1.93
Ti -0.0419 0.0511 0.2432 -0.30
S 2.6790 0.0455 -0.0600 0.99
O 1.6888 -0.4605 -1.0392 -0.10
O 3.2964 -0.9841 0.7225 -0.79
N 0.5820 2.5532 2.0388 -0.07
N -5.0271 0.6047 4.7758 -0.82
N -0.1302 -0.2638 2.4294 0.45
N -3.1675 -0.6510 6.1471 -0.75
N 1.6697 0.9474 0.7632 0.95
N -1.5233 -9.7646 2.0132 -0.42
N -2.0907 0.5140 0.8691 1.59
C -0.4523 -4.6412 0.6008 -0.12
C 6.5116 2.7506 -3.5701 -1.46
C -3.9530 0.3474 4.1136 0.72
C -2.1081 2.6846 -3.7037 -1.12
C 1.1862 2.1739 -2.9124 -1.65
C -1.5865 -5.0380 1.3931 -0.54
C 1.9065 4.0982 3.2883 -0.82
C -1.2053 -8.7410 1.5930 -0.20
C 5.3162 0.8308 -2.7735 -0.97
C 4.8120 2.9539 -1.7756 -0.96
C 0.1514 -6.9996 0.3130 -0.78
C -4.6627 1.0601 1.8131 -1.14
C 4.5055 0.1622 -1.8457 -1.05
C -0.4582 -2.1482 -3.1066 -1.36
C -0.8686 -7.3462 1.1733 0.52
C 3.0891 3.4542 3.0057 -0.68
C -1.3156 -0.2450 2.9945 -0.59
C -2.1897 0.4339 -2.9668 0.84
C -1.6804 1.7005 -2.8210 -0.69
C 4.0101 2.3124 -0.7843 -0.40
C -2.9094 -0.3029 4.8961 0.80
C -3.1013 2.4136 -4.6442 -0.84
C -0.2739 -3.2559 0.4154 0.90
C -4.3466 1.2896 0.5215 -1.42
C -2.3893 0.3241 2.1935 0.01
C -3.1210 0.1192 -3.9584 -1.30
C -2.9475 -2.1070 -1.6123 -1.37
C 0.7019 3.6199 2.8890 -0.80
C -1.5773 -0.5749 4.3397 0.48
C 0.3614 -5.6369 0.0364 -0.37
C -3.6174 1.1387 -4.7207 -0.64
C -0.4967 -1.0501 5.0092 -0.74
C 3.8949 0.9439 -0.8751 0.56
C 3.0277 2.2870 2.2636 -1.18
C -3.0326 1.0751 0.0754 -0.21
C 0.7688 -1.1483 4.4394 -1.52
C -1.7460 -6.3701 1.6622 -0.52
C 5.5002 2.2010 -2.7018 1.11
C -3.6756 0.5851 2.6991 0.41
C -0.2466 -2.0378 0.4001 0.20
C 0.9059 -0.7053 3.1212 -0.53
C -0.5042 3.8385 -0.9706 -1.23
C 1.7769 1.9136 1.7611 0.50
H -3.8845 -1.5054 -1.4829 0.35
H -3.4739 3.2298 -5.3117 0.38
H 7.2512 3.3175 -3.0323 0.37
H 1.8242 -0.8245 2.6481 0.74
H -1.1493 -2.5880 -3.8199 0.51
H -5.0288 1.5772 -0.2152 0.69
H 0.8104 -7.7195 -0.0743 0.52
H 3.5587 2.8263 -0.0259 0.48
H -4.4718 0.9723 -5.3867 0.41
H -1.6845 3.6701 -3.7314 0.48
H -0.1661 4.1282 3.0679 0.65
H 3.9161 1.7424 2.0106 0.79
H -3.7130 -0.7852 -4.0613 0.41
H 4.4862 -0.9248 -1.7599 0.55
H -2.2183 -4.2643 1.8406 0.47
H 2.0332 2.6908 -2.6295 0.51
H 1.5401 1.2250 -3.2319 0.27
H 0.6257 2.6126 -3.7070 0.75
H 6.1489 3.4689 -4.3510 0.29
H 1.1177 -5.4311 -0.7059 0.47
H -0.1438 4.5355 -1.7563 0.49
H 4.0318 3.7281 3.4177 0.55
H 7.0352 1.9597 -4.0692 0.41
H 1.5817 -1.6989 4.8591 0.54
H -2.6759 -2.5711 -0.6504 0.29
H -2.6248 -6.7193 2.2340 0.38
H -2.6736 1.5065 -0.9199 0.24
H 4.9221 4.0148 -1.5807 0.44
H 1.8954 4.9024 3.9586 0.50
H -2.9148 -2.9141 -2.3267 0.54
H -0.6029 -1.1789 6.1384 0.43
H 0.0589 3.9449 -0.0300 0.26
H 5.8247 0.1992 -3.4942 0.35
H 0.2308 -1.6049 -3.7379 0.35
H -1.5758 3.9748 -0.8101 0.37
H -5.6386 1.2361 2.2029 0.63
H 0.1946 -2.8366 -2.6074 0.42